Entry 1:
{
  "formula": "C18H23FN4OS2",
  "method": "ωB97M-V/def2-TZVPD",
  "symbols": ["C", "O", "C", "C", "C", "N", "C", "S", "N", "C", "C", "N", "C", "N", "C", "C", "C", "C", "C", "F", "C", "C", "C", "S", "C", "C", "H", "H", "H", "H", "H", "H", "H", "H", "H", "H", "H", "H", "H", "H", "H", "H", "H", "H", "H", "H", "H", "H", "H"],
  "coordinates": [[2.685, -4.189, -4.862], [1.698, -5.181, -4.682], [0.378, -4.733, -4.847], [-0.099, -3.751, -3.772], [0.129, -4.321, -2.370], [-0.283, -3.400, -1.336], [0.487, -2.381, -0.904], [2.013, -2.168, -1.521], [-0.001, -1.577, 0.085], [0.817, -0.487, 0.586], [0.462, 0.819, -0.130], [-0.957, 1.088, 0.013], [-1.355, 1.862, 1.047], [-0.579, 2.622, 1.734], [-1.256, 3.374, 2.655], [-0.505, 4.285, 3.508], [-1.137, 5.159, 4.393], [-0.397, 6.010, 5.191], [0.983, 5.983, 5.099], [1.708, 6.813, 5.879], [1.639, 5.130, 4.229], [0.889, 4.285, 3.437], [-2.603, 3.162, 2.674], [-3.068, 1.986, 1.499], [-1.780, 0.002, -0.458], [-1.409, -1.298, 0.281], [2.688, -3.456, -4.049], [3.639, -4.711, -4.871], [2.547, -3.667, -5.817], [-0.230, -5.642, -4.812], [0.256, -4.265, -5.837], [0.447, -2.810, -3.857], [-1.160, -3.547, -3.932], [1.194, -4.533, -2.245], [-0.431, -5.250, -2.244], [-1.202, -3.534, -0.948], [1.866, -0.734, 0.424], [0.626, -0.384, 1.658], [1.017, 1.655, 0.292], [0.689, 0.725, -1.196], [-2.213, 5.182, 4.458], [-0.874, 6.691, 5.878], [2.717, 5.137, 4.182], [1.371, 3.609, 2.749], [-3.356, 3.603, 3.293], [-2.834, 0.241, -0.310], [-1.590, -0.127, -1.529], [-2.045, -2.112, -0.066], [-1.583, -1.164, 1.355]],
  "e_homo_ev": -7.70,
  "charge": 0,
  "multiplicity": 1,
  "smiles": "COCCCNC(=S)N1CCN(c2nc(-c3ccc(F)cc3)cs2)CC1",
  "largest_force_ha_per_bohr": 0.0222
}



Entry 2:
{
  "formula": "C18H23I2NO3Ru2S2",
  "method": "ωB97M-V/def2-TZVPD",
  "symbols": ["I", "I", "Ru", "Ru", "S", "S", "C", "C", "C", "C", "C", "C", "C", "C", "C", "C", "C", "O", "O", "O", "H", "H", "H", "H", "H", "H", "H", "H", "H", "H", "H", "H", "H", "H", "H", "H", "H", "H", "N", "C", "C", "C", "C", "C", "C", "C", "H", "H", "H", "H", "H"],
  "coordinates": [[-0.492, 2.879, -0.166], [-3.854, -3.471, -0.360], [-1.552, -2.157, 0.337], [-0.280, 0.198, 0.356], [-2.588, -0.090, 1.042], [-1.625, -0.574, -1.497], [0.591, 0.427, 2.021], [-3.100, 0.090, 2.842], [-0.776, -0.937, -3.134], [-4.329, -0.813, 3.000], [-2.004, -0.244, 3.844], [-3.488, 1.573, 2.942], [-1.890, -1.602, -3.958], [0.430, -1.859, -3.026], [-0.411, 0.436, -3.709], [-1.427, -2.970, 2.034], [-0.393, -3.487, -0.348], [1.135, 0.665, 3.007], [-1.369, -3.498, 3.056], [0.230, -4.358, -0.770], [-4.084, -1.865, 2.839], [-5.118, -0.537, 2.296], [-4.716, -0.699, 4.020], [-1.245, -0.908, 3.428], [-2.458, -0.753, 4.703], [-1.524, 0.664, 4.212], [-2.643, 2.219, 2.686], [-3.793, 1.788, 3.973], [-4.323, 1.810, 2.276], [-1.486, -1.870, -4.942], [-2.735, -0.924, -4.102], [-2.251, -2.512, -3.469], [1.193, -1.522, -3.738], [0.162, -2.884, -3.288], [0.878, -1.848, -2.030], [0.034, 0.292, -4.702], [0.312, 0.960, -3.080], [-1.294, 1.072, -3.812], [1.609, 0.339, -0.478], [2.648, 0.821, -0.632], [3.905, 1.513, -0.527], [4.834, 1.581, -1.570], [6.015, 2.323, -1.400], [6.262, 2.992, -0.194], [5.335, 2.922, 0.846], [4.162, 2.188, 0.679], [4.646, 1.078, -2.509], [6.736, 2.386, -2.203], [7.170, 3.569, -0.065], [5.518, 3.443, 1.779], [3.444, 2.150, 1.493]],
  "e_homo_ev": [-18.63, -21.12],
  "charge": 4,
  "multiplicity": 11,
  "largest_force_ha_per_bohr": 0.1398
}